{"formula": "C3H5ClN2S", "method": "ωB97M-V/def2-TZVPD", "mol_weight_g_mol": 136.6, "e_homo_ev": -8.68, "e_lumo_ev": 0.625, "e_above_lowest_ev": 0.9172, "spin_multiplicity": 1, "smiles": "NN1C[C@@H](Cl)C1=S", "elements": ["C", "C", "C", "H", "H", "H", "H", "H", "N", "N", "S", "Cl"], "coordinates": [[0.6539, 1.1745, -1.1448], [0.0813, 1.0528, 0.3424], [0.3066, -0.4418, 0.2289], [2.0918, -1.7689, -1.4258], [0.5109, -1.9602, -2.0169], [-0.0134, 1.4339, -2.0186], [1.5745, 1.7816, -1.2232], [0.6749, 1.5577, 1.0962], [1.2585, -1.2697, -1.8541], [0.8194, -0.3104, -0.9827], [0.0991, -1.6779, 1.2646], [-1.6012, 1.5383, 0.5090]], "lowdin_charge": [-0.0758, -0.6598, -0.9165, 0.1201, 0.0994, 0.1247, 0.1104, 0.0989, 0.0699, -0.2300, 0.6368, 0.6220]}